[1]
Density functional theory data (the ωB97M-V functional and the def2-TZVPD basis) for a cluster of 12 separate species, C43H78B2IN15O5Si in total at a distorted geometry.

HOMO-LUMO gap, eV: 8.06
LUMO energy, hartree: 0.01280
Structure (SMILES): C#CCCC[C@@](NCCO[Si](C)(C)C)(B(N)O)[C@@](N)(O[C@](I)(CCC)N=C(C)C)B(O)OCC.CC#N.CC#N.CC#N.CC#N.CC#N.CC#N.CC#N.CC#N.CC#N.CC#N.CC#N
HOMO, eV: -7.7

Each line ends with the Löwdin charge.
CARTESIAN COORDINATES (ANGSTROEM)
C 5.43670 -3.58248 -1.79898  0.089
C 4.69181 -2.66054 -1.62215  -0.149
C 3.84067 -1.53320 -1.24529  -0.190
C 2.44181 -2.00238 -0.78821  -0.146
C 1.34907 -0.92948 -1.05060  -0.114
C 0.67500 -0.42864 0.23705  -0.260
N 0.25264 -1.56007 1.06478  0.016
C -0.42630 -2.66060 0.38141  -0.185
C -1.56834 -3.31272 1.16725  -0.237
O -1.39380 -3.22286 2.57187  -0.209
Si -2.76755 -2.95852 3.48684  0.414
C -2.18051 -2.42645 5.19384  -0.149
C -3.88073 -1.60454 2.84406  -0.161
C -3.73684 -4.54996 3.71713  -0.164
B 1.80138 0.33411 1.09936  -0.612
N 1.70478 0.40912 2.54205  0.190
O 2.91841 0.91005 0.49544  0.132
C -0.43745 0.66998 -0.04606  -0.286
N -1.78624 0.28113 0.26913  0.142
O 0.04556 1.87576 0.64378  -0.105
C -0.75632 2.74199 1.36493  -0.758
I -1.43922 1.89937 3.31297  0.900
C -1.90047 3.36035 0.54106  -0.175
C -3.10254 3.93057 1.27613  -0.295
C -2.79356 5.12193 2.19205  -0.118
N 0.14748 3.76992 1.83964  0.055
C 1.24245 4.01836 1.22773  -0.350
C 2.51834 4.03684 2.02396  -0.024
C 1.37931 4.38722 -0.22517  -0.019
B -0.42295 1.06095 -1.60554  -0.605
O 0.65832 1.81530 -2.03816  0.149
O -1.42044 0.69586 -2.46672  0.072
C -2.25990 1.77118 -2.93421  -0.202
C -3.69343 1.33142 -2.66201  -0.056
H 6.01909 -4.42972 -2.05929  0.026
H 4.32390 -1.04819 -0.40072  0.089
H 3.75582 -0.85951 -2.09551  0.099
H 2.21484 -2.87946 -1.38774  0.074
H 2.45073 -2.34068 0.24543  0.123
H 0.64054 -1.40857 -1.72939  0.121
H 1.87460 -0.13254 -1.55541  0.087
H -0.21984 -1.26535 1.90889  0.096
H 0.32294 -3.42977 0.18887  0.099
H -0.83410 -2.38687 -0.59252  0.111
H -2.53013 -2.91831 0.82606  0.096
H -1.56560 -4.36864 0.88718  0.118
H -1.18723 -1.99086 5.09280  0.025
H -2.84376 -1.63224 5.53517  0.029
H -2.19593 -3.23743 5.91578  0.026
H -3.46376 -0.61110 2.97386  -0.021
H -4.78949 -1.63185 3.45067  0.041
H -4.21218 -1.75012 1.81662  0.029
H -3.03859 -5.37112 3.88106  0.033
H -4.41266 -4.77717 2.89652  0.020
H -4.29906 -4.44573 4.64464  0.036
H 1.78905 -0.54933 2.88054  0.081
H 2.54786 0.87042 2.87858  0.053
H 2.63718 1.52020 -0.20021  0.098
H -2.09941 -0.42788 -0.38167  0.095
H -1.88093 -0.11902 1.19678  0.024
H -2.28797 2.65533 -0.18713  0.086
H -1.47888 4.18574 -0.03380  0.122
H -3.69266 3.17091 1.78303  0.077
H -3.75520 4.32005 0.49377  0.055
H -3.68009 5.75921 2.23128  0.056
H -2.58927 4.81544 3.21342  0.035
H -1.98915 5.73500 1.79346  0.070
H 2.69287 5.06065 2.37316  0.072
H 2.43281 3.39133 2.88719  0.048
H 3.37027 3.78796 1.39824  0.079
H 1.20814 5.45798 -0.33070  0.098
H 2.39701 4.19516 -0.56478  0.067
H 0.71371 3.84010 -0.88694  0.060
H 0.97723 1.41848 -2.86376  0.097
H -2.15395 1.86470 -4.01150  0.100
H -2.02152 2.73173 -2.48077  0.116
H -4.41404 1.79443 -3.32811  0.048
H -3.70030 0.26371 -2.87965  0.083
H -3.95242 1.44714 -1.61330  0.068
C 3.45483 0.65920 5.97910  -0.058
C 3.92168 1.80014 5.20186  -0.275
N 4.28046 2.69692 4.58278  0.144
H 2.69895 0.98469 6.69066  0.088
H 3.01828 -0.08429 5.31498  0.072
H 4.28818 0.21400 6.51877  0.084
C 6.71647 0.34925 0.12060  -0.069
C 7.36587 -0.50179 -0.87111  -0.290
N 7.87865 -1.18282 -1.63858  0.139
H 5.92819 0.93567 -0.34755  0.064
H 6.27673 -0.26568 0.90324  0.085
H 7.44652 1.02321 0.56423  0.084
C 2.73528 -5.40662 -3.25897  -0.088
C 1.42250 -4.93841 -2.83401  -0.269
N 0.40395 -4.53124 -2.49717  0.143
H 3.33258 -4.55816 -3.58655  0.064
H 3.23539 -5.88810 -2.42084  0.088
H 2.63517 -6.11658 -4.07060  0.035
C 5.34333 1.73584 -3.89442  -0.048
C 4.03065 1.19670 -4.21640  -0.268
N 2.98582 0.79536 -4.46863  0.147
H 5.53946 1.62429 -2.82946  0.072
H 6.11003 1.20552 -4.45536  0.092
H 5.36401 2.79268 -4.14872  0.034
C -6.16630 6.62120 -0.24246  -0.060
C -5.56498 5.51034 -0.96829  -0.275
N -5.08968 4.63238 -1.53321  0.147
H -6.73589 7.24479 -0.92834  0.082
H -6.83098 6.23914 0.52967  0.086
H -5.38644 7.22098 0.22291  0.082
C -4.17420 -8.08683 2.19610  -0.063
C -5.38822 -7.57555 2.81826  -0.291
N -6.34522 -7.17289 3.30616  0.136
H -3.63776 -7.27165 1.71394  0.076
H -3.53426 -8.53646 2.95250  0.086
H -4.43030 -8.83821 1.45172  0.085
C 2.87899 5.08582 -3.83683  -0.048
C 4.31866 5.14210 -4.06580  -0.275
N 5.45328 5.16162 -4.23771  0.134
H 2.42281 4.37527 -4.52417  0.087
H 2.68254 4.76880 -2.81394  0.059
H 2.43769 6.06775 -3.99390  0.088
C 5.62091 -4.88455 -6.36466  -0.057
C 4.82973 -5.99557 -5.85166  -0.264
N 4.20072 -6.86590 -5.44834  0.140
H 5.04029 -4.32763 -7.09718  0.086
H 5.89700 -4.21969 -5.54769  0.080
H 6.52444 -5.26361 -6.83750  0.084
C -8.65182 -10.14474 3.49265  -0.074
C -8.11514 -11.14491 2.57879  -0.292
N -7.69286 -11.93076 1.85781  0.118
H -9.42194 -9.56181 2.99220  0.083
H -9.08280 -10.63264 4.36455  0.080
H -7.85450 -9.47523 3.81130  0.054
C -5.35376 2.95458 -6.16533  -0.065
C -3.91709 2.91782 -6.40904  -0.284
N -2.78621 2.89349 -6.59802  0.133
H -5.85190 2.21384 -6.78749  0.084
H -5.55691 2.73761 -5.11859  0.065
H -5.74209 3.94220 -6.40511  0.083
C 4.10141 7.70749 4.16562  -0.068
C 3.78410 7.83606 2.74913  -0.294
N 3.52786 7.91433 1.63388  0.126
H 4.98125 8.30215 4.40224  0.081
H 3.26220 8.05663 4.76364  0.083
H 4.29937 6.66358 4.40385  0.080

[2]
Density functional theory data (the ωB97M-V functional and the def2-TZVPD basis) for a cluster of 10 separate species, C56H82ClFIN13O2P in total at a distorted geometry.

HOMO-LUMO gap, eV: 6.18
Charge: +1
LUMO energy, hartree: -0.12050
HOMO, eV: -9.5

Each line ends with the Löwdin charge.
CARTESIAN COORDINATES (ANGSTROEM)
C 2.57088 -0.11077 -6.97213  -0.130
O 3.42597 -0.97520 -6.13261  -0.252
C 4.02301 -0.23736 -5.00843  -0.210
C 3.41584 -0.60889 -3.53158  -0.165
C 2.49087 -1.96096 -3.48018  -0.153
C 0.98205 -1.65326 -4.14148  -0.142
N -0.14717 -1.81241 -3.14930  -0.066
C -1.10224 -0.63334 -3.06560  -0.193
C -1.65250 -0.04057 -4.47672  -0.096
C -1.49971 1.62240 -4.38248  -0.260
C -1.39743 2.34633 -5.85386  -0.069
F -2.69006 2.10332 -3.58578  -0.110
C -2.45320 -0.94951 -2.13727  -0.145
N -2.07111 -1.98910 -1.12973  -0.097
C -1.62167 -3.31394 -1.75592  -0.696
I -3.52217 -4.46041 -2.01249  0.897
C -0.82507 -4.07465 -0.55416  -0.238
C 0.08235 -3.09490 0.41772  -0.192
C -0.55542 -2.92651 1.93780  -0.158
C -0.39733 -1.42107 2.56921  -0.172
N 0.85275 -0.67699 2.15277  -0.173
C 0.68388 0.48936 1.19761  -0.100
C 2.08033 1.27716 0.81678  -0.069
C 3.11799 0.33286 1.67033  -0.097
C 2.31515 -0.85606 2.49258  -0.023
C -0.85489 -3.17231 -3.18900  -0.555
N -1.91879 -3.24904 -4.30822  -0.021
P 0.31185 -4.64394 -3.63981  0.728
O 0.48383 -4.78249 -5.40354  -0.382
Cl -0.64039 -6.53186 -3.15658  0.189
H 1.64109 -0.68919 -7.42979  0.091
H 3.16341 0.36496 -7.88771  0.120
H 2.10380 0.80919 -6.37824  0.095
H 5.18325 -0.49714 -5.01388  0.142
H 3.94727 0.92673 -5.21891  0.119
H 2.74546 0.30200 -3.15241  0.121
H 4.31324 -0.68086 -2.77806  0.123
H 2.98584 -2.82763 -4.13569  0.134
H 2.43177 -2.38263 -2.39047  0.116
H 0.82047 -2.21758 -5.16645  0.139
H 1.07325 -0.50153 -4.44940  0.137
H 0.33682 -1.81839 -2.19827  0.163
H -0.51689 0.21268 -2.46013  0.175
H -2.82885 -0.21884 -4.57561  0.146
H -1.18171 -0.48893 -5.44841  0.116
H -0.51644 1.94126 -3.79037  0.149
H -2.46029 2.45947 -6.33222  0.101
H -0.65101 1.77085 -6.55190  0.080
H -0.94828 3.43737 -5.67202  0.106
H -2.75660 0.03785 -1.57042  0.152
H -3.37176 -1.31062 -2.76909  0.117
H -2.94217 -2.24904 -0.59309  0.069
H -0.15162 -4.97524 -0.84592  0.076
H -1.66722 -4.52194 0.16612  0.090
H 1.13064 -3.64276 0.58025  0.125
H 0.32780 -2.04757 -0.03721  0.081
H -0.07840 -3.70247 2.67940  0.123
H -1.72566 -3.13641 1.86585  0.105
H -1.34320 -0.79338 2.20330  0.116
H -0.44676 -1.39730 3.74916  0.136
H -0.27212 0.94172 0.67672  0.101
H 2.27023 2.22883 0.13565  0.088
H 4.26651 0.57859 1.61895  0.068
H 2.76137 -1.66850 3.20675  0.114
H -1.52534 -2.74046 -5.15622  0.088
H -1.96901 -4.25570 -4.64895  0.055
H 1.01206 -5.62870 -5.52462  0.071
N -4.87671 -2.38346 2.79572  0.012
C -4.24270 -1.18037 2.62502  -0.153
C -4.38665 -0.45482 3.78651  -0.097
C -5.12855 -1.25076 4.69166  -0.126
C -5.41541 -2.43744 4.05492  -0.134
H -4.93685 -3.11704 2.10154  0.147
H -3.74608 -0.94353 1.69362  0.092
H -3.99815 0.53974 3.96325  0.090
H -5.42143 -0.98698 5.69969  0.076
H -5.95645 -3.31278 4.38872  0.118
N 1.02563 -1.11022 -10.75730  -0.012
C 2.32309 -1.49830 -10.54628  -0.158
C 2.98086 -1.45991 -11.75544  -0.107
C 2.04878 -1.02776 -12.72895  -0.106
C 0.85046 -0.81627 -12.08455  -0.139
H 0.30971 -1.04933 -10.04499  0.138
H 2.66589 -1.76936 -9.55672  0.090
H 4.02008 -1.71438 -11.91850  0.095
H 2.23213 -0.88549 -13.78612  0.096
H -0.10967 -0.48391 -12.45611  0.107
N 5.16252 2.83064 3.36560  -0.005
C 6.48814 2.89063 3.02257  -0.153
C 7.19594 3.30334 4.12932  -0.114
C 6.26506 3.49325 5.17844  -0.112
C 5.01753 3.19140 4.67996  -0.137
H 4.40926 2.56140 2.74614  0.108
H 6.81325 2.63673 2.02254  0.096
H 8.26714 3.45046 4.17636  0.093
H 6.48153 3.81488 6.18898  0.094
H 4.04150 3.20367 5.14642  0.107
N -8.58517 -0.03942 6.08063  0.001
C -9.83041 0.38885 6.46075  -0.140
C -10.73123 -0.01687 5.50153  -0.110
C -10.00450 -0.71968 4.51100  -0.112
C -8.68231 -0.72092 4.89538  -0.141
H -7.72872 0.12140 6.59471  0.117
H -9.96831 0.94552 7.37799  0.108
H -11.79686 0.17184 5.51447  0.094
H -10.40286 -1.17634 3.61419  0.091
H -7.80444 -1.14615 4.42753  0.078
N 5.75886 2.56733 -3.30071  -0.004
C 5.46862 3.46405 -4.29580  -0.172
C 5.12533 4.65944 -3.70470  -0.099
C 5.21752 4.47898 -2.30392  -0.101
C 5.61352 3.17891 -2.08270  -0.137
H 6.03761 1.60519 -3.44289  0.135
H 5.52949 3.17509 -5.33648  0.101
H 4.84056 5.56408 -4.22609  0.099
H 5.01728 5.21802 -1.53893  0.098
H 5.80254 2.63772 -1.16523  0.102
N -6.15690 -0.03014 9.01757  -0.015
C -7.39161 -0.37931 9.49935  -0.143
C -7.56677 0.24531 10.71400  -0.096
C -6.39896 1.00254 10.97103  -0.097
C -5.54640 0.81653 9.90591  -0.150
H -5.75890 -0.34686 8.14297  0.112
H -8.03749 -1.04182 8.93888  0.107
H -8.44166 0.16526 11.34605  0.099
H -6.20145 1.61787 11.83927  0.099
H -4.55966 1.21206 9.70525  0.100
N -2.76128 -1.25537 8.67874  -0.001
C -1.95143 -1.97759 7.84143  -0.156
C -0.71126 -2.07858 8.43132  -0.113
C -0.77721 -1.39834 9.67074  -0.103
C -2.05525 -0.90233 9.79927  -0.134
H -3.72873 -1.02049 8.49848  0.108
H -2.32548 -2.35545 6.89935  0.097
H 0.14775 -2.58825 8.01459  0.091
H 0.02140 -1.28330 10.39218  0.097
H -2.52109 -0.32879 10.58947  0.106
N -2.43085 1.83996 6.11439  0.000
C -1.41804 1.96682 5.19970  -0.151
C -1.18474 3.31013 5.00656  -0.112
C -2.08455 4.01826 5.83851  -0.109
C -2.84005 3.08574 6.51348  -0.138
H -2.81548 0.96416 6.44404  0.126
H -0.95237 1.09275 4.76453  0.092
H -0.44545 3.73420 4.33953  0.091
H -2.17158 5.09275 5.93535  0.094
H -3.63257 3.20175 7.24067  0.104
N 8.67025 3.03276 -5.95280  -0.004
C 9.96771 2.64467 -5.74178  -0.142
C 10.62548 2.68307 -6.95094  -0.113
C 9.69340 3.11521 -7.92445  -0.114
C 8.49508 3.32671 -7.28006  -0.149
H 7.95433 3.09365 -5.24049  0.111
H 10.31051 2.37362 -4.75222  0.105
H 11.66470 2.42860 -7.11400  0.094
H 9.87675 3.25749 -8.98163  0.093
H 7.53495 3.65907 -7.65162  0.101

[3]
Density functional theory data (the ωB97M-V functional and the def2-TZVPD basis) for a cluster of 3 separate species, C25H47N3O2P in total at a distorted geometry.

Expectation value of S²: 2.009
2S+1: 3
HOMO-LUMO gap (alpha / beta), eV: 6.64 / 7.39
Charge: +1
LUMO energy (alpha / beta), hartree: -0.12880 / -0.12879
HOMO (alpha / beta), eV: -10.1 / -10.9

Each line ends with the Löwdin charge.
CARTESIAN COORDINATES (ANGSTROEM)
C 2.19553 2.19138 -5.85220  -0.135
C 2.81977 0.74880 -5.61572  -0.324
P 4.68781 0.94429 -5.37775  1.124
C 5.15483 2.39055 -6.46605  -0.481
C 5.37349 3.61383 -5.80837  -0.086
C 5.68965 4.78245 -6.58609  -0.002
C 5.73087 4.50805 -7.98968  -0.022
C 5.51450 3.18331 -8.45476  -0.123
N 5.22102 2.06134 -7.77181  0.080
H 2.03846 2.40199 -6.93006  0.086
H 1.18301 2.18721 -5.37987  0.083
H 2.76087 2.99779 -5.34247  0.058
H 2.38712 0.29578 -4.69854  0.070
H 2.65154 0.16668 -6.54403  0.094
H 4.93671 1.22592 -4.00598  0.043
H 5.31961 -0.25131 -5.80312  0.038
H 5.30238 3.68261 -4.70873  0.111
H 5.87351 5.77451 -6.14847  0.123
H 5.93228 5.32057 -8.70788  0.120
H 5.59645 3.03653 -9.55412  0.127
C 1.11775 0.60522 0.69036  -0.030
C 0.73918 0.06179 -0.71101  -0.476
C -0.75750 -0.28685 -0.75212  -0.129
C -1.11113 -1.58929 -0.04208  -0.173
C -0.22636 -2.73121 -0.52833  -0.130
C 1.26959 -2.41091 -0.41323  -0.489
N 1.61839 -1.10150 -1.04379  -0.063
O 1.60206 -1.26436 -2.35086  -0.051
C 1.68350 -2.41775 1.07336  -0.034
C 2.07331 -3.57116 -1.02282  -0.046
C 0.97004 1.25406 -1.65651  -0.058
H 2.17378 0.43823 0.90992  0.089
H 0.95410 1.68194 0.75808  0.082
H 0.52204 0.16522 1.48953  0.059
H -1.08706 -0.36736 -1.79461  0.123
H -1.33882 0.52939 -0.31385  0.129
H -1.02845 -1.47017 1.04066  0.088
H -2.15830 -1.83350 -0.23791  0.120
H -0.45921 -3.63419 0.04184  0.129
H -0.48373 -2.95628 -1.56876  0.125
H 2.72604 -2.11526 1.19286  0.092
H 1.58578 -3.42148 1.49092  0.091
H 1.06931 -1.77997 1.70418  0.059
H 1.79950 -3.77368 -2.05893  0.077
H 1.89122 -4.49308 -0.46795  0.089
H 3.14689 -3.36965 -0.98256  0.088
H 2.02569 1.53982 -1.68441  0.083
H 0.39827 2.12041 -1.31946  0.088
H 0.63914 1.04742 -2.67628  0.063
C -5.83577 -0.32722 4.54615  -0.035
C -4.65060 -1.26581 4.20361  -0.481
C -4.29635 -2.13249 5.42360  -0.134
C -3.52271 -1.39017 6.50990  -0.177
C -2.31127 -0.67575 5.92045  -0.135
C -2.67927 0.24851 4.75213  -0.490
N -3.49819 -0.44803 3.71644  -0.060
O -2.69706 -1.23848 3.03342  -0.033
C -3.43179 1.48332 5.29080  -0.038
C -1.38802 0.83632 4.15972  -0.047
C -5.20587 -2.19632 3.11142  -0.048
H -5.82486 0.56974 3.92488  0.089
H -6.79470 -0.81537 4.36784  0.082
H -5.84828 -0.02519 5.59336  0.068
H -3.69315 -2.98873 5.10191  0.124
H -5.20936 -2.55116 5.85576  0.128
H -4.17383 -0.68229 7.02956  0.104
H -3.18943 -2.10438 7.26786  0.116
H -1.81371 -0.10209 6.70725  0.126
H -1.58717 -1.42780 5.59036  0.124
H -3.77611 2.12091 4.47410  0.092
H -2.77355 2.08638 5.91970  0.088
H -4.28687 1.23932 5.91579  0.059
H -0.68468 0.06635 3.83826  0.068
H -0.86732 1.44074 4.90508  0.087
H -1.60646 1.48303 3.30571  0.089
H -5.46022 -1.63885 2.20715  0.091
H -6.11156 -2.69378 3.46354  0.087
H -4.50627 -2.98882 2.84374  0.076